1.
ORCA calculation (wB97M-V/def2-TZVPD) on a cluster of 2 separate species, C32H34N3O2 in total at a distorted geometry.

Computed properties:
Gap between HOMO and LUMO in eV: 6.517
E in eV: -42294.18625
Energy relative to the best compared isomer or geometry (same formula, charge and spin) in eV: 0.351
M in g/mol: 492.64
Multiplicity: 1
Charge: +1
HOMO energy in Ha: -0.4111

Atoms and positions in Å:
C1 -2.888 4.516 -1.076
C2 -1.424 4.379 -1.011
N1 -0.757 3.290 -0.758
C3 0.689 3.600 -0.909
C4 0.704 5.089 -1.078
O1 -0.705 5.499 -1.213
H1 -3.335 3.525 -1.095
H2 -3.232 5.084 -0.206
H3 -3.147 5.090 -1.967
H4 1.243 3.282 -0.018
H5 1.098 3.106 -1.802
H6 1.095 5.581 -0.169
H7 1.222 5.411 -1.994
C5 3.460 -0.343 2.007
N2 2.091 -0.782 2.179
C6 1.589 -1.206 3.387
O2 2.229 -1.317 4.424
C7 0.103 -1.513 3.183
C8 -0.801 -0.612 4.019
C9 -0.539 0.841 3.717
C10 0.471 1.525 4.402
C11 0.786 2.842 4.060
C12 0.104 3.473 3.014
C13 -0.904 2.789 2.330
C14 -1.290 1.512 2.749
N3 -0.049 -1.361 1.733
C15 -1.230 -1.231 1.104
C16 -1.310 -0.803 -0.220
C17 -2.489 -0.341 -0.791
C18 -2.707 -0.246 -2.203
C19 -3.996 0.113 -2.691
C20 -4.217 0.310 -4.047
C21 -3.164 0.133 -4.963
C22 -1.912 -0.316 -4.515
C23 -1.690 -0.533 -3.160
C24 1.169 -0.852 1.069
C25 1.649 -1.724 -0.052
C26 1.842 -3.040 0.124
C27 2.191 -3.966 -0.936
C28 2.465 -5.317 -0.612
C29 2.808 -6.235 -1.598
C30 2.871 -5.832 -2.943
C31 2.584 -4.501 -3.281
C32 2.243 -3.574 -2.296
H8 3.967 -0.417 2.973
H9 3.984 -0.969 1.273
H10 3.489 0.698 1.654
H11 -0.053 -2.561 3.480
H12 -1.847 -0.874 3.825
H13 -0.560 -0.823 5.072
H14 1.020 1.007 5.192
H15 1.575 3.362 4.607
H16 0.360 4.498 2.729
H17 -1.394 3.233 1.461
H18 -2.145 1.017 2.285
H19 -2.124 -1.546 1.645
H20 -0.416 -0.867 -0.843
H21 -3.340 -0.138 -0.132
H22 -4.806 0.195 -1.963
H23 -5.202 0.628 -4.393
H24 -3.309 0.365 -6.020
H25 -1.093 -0.479 -5.221
H26 -0.737 -0.959 -2.825
H27 0.963 0.162 0.685
H28 1.857 -1.213 -0.998
H29 1.756 -3.488 1.123
H30 2.387 -5.619 0.435
H31 3.017 -7.275 -1.328
H32 3.131 -6.552 -3.723
H33 2.616 -4.184 -4.328
H34 1.993 -2.543 -2.559



2.
ORCA calculation (wB97M-V/def2-TZVPD) on a cluster of 2 separate species, C32H35 in total at a distorted geometry.

Computed properties:
Gap between HOMO and LUMO (spin up / spin down) in eV: 7.720 / 8.434
E in eV: -33750.45228
⟨S²⟩: 0.77
M in g/mol: 419.63
Multiplicity: 2
HOMO energy (spin up / spin down) in Ha: -0.2557 / -0.3221

Atoms and positions in Å:
H1 0.368 0.217 7.276
C1 0.887 -0.150 8.183
C2 -0.002 -0.552 9.331
C3 -1.541 -0.511 9.075
C4 -2.238 -1.539 9.990
C5 -2.182 0.868 9.291
C6 -2.856 1.527 8.266
C7 -3.589 2.683 8.525
C8 -3.653 3.205 9.825
C9 -2.935 2.573 10.840
C10 -2.204 1.414 10.580
C11 2.112 0.539 8.547
C12 2.531 1.706 7.858
C13 3.520 2.541 8.388
C14 4.195 2.184 9.565
C15 3.862 0.989 10.223
C16 2.815 0.189 9.740
H2 0.283 -1.596 9.588
H3 0.159 0.077 10.225
H4 -1.746 -0.772 8.027
H5 -3.330 -1.557 9.839
H6 -1.836 -2.549 9.836
H7 -2.057 -1.268 11.040
H8 -2.817 1.104 7.256
H9 -4.123 3.174 7.719
H10 -4.268 4.076 10.047
H11 -2.945 2.969 11.853
H12 -1.676 0.899 11.378
H13 1.980 1.975 6.949
H14 3.783 3.470 7.869
H15 4.985 2.826 9.964
H16 4.418 0.689 11.117
H17 2.501 -0.691 10.320
H18 1.206 -1.402 7.344
C17 1.563 -2.178 6.526
C18 1.510 -1.494 5.175
C19 3.001 -2.552 6.846
C20 3.123 -3.236 8.216
C21 4.514 -3.788 8.420
C22 4.783 -5.135 8.148
C23 6.076 -5.646 8.307
C24 7.105 -4.792 8.751
C25 6.838 -3.432 9.008
C26 5.542 -2.940 8.835
C27 0.617 -3.374 6.574
C28 -0.507 -3.277 7.384
C29 -1.372 -4.361 7.552
C30 -1.109 -5.551 6.866
C31 -0.025 -5.640 5.978
C32 0.838 -4.540 5.812
H19 0.501 -1.142 4.948
H20 2.188 -0.635 5.201
H21 1.835 -2.177 4.367
H22 3.415 -3.214 6.067
H23 3.587 -1.629 6.818
H24 2.889 -2.501 9.007
H25 2.416 -4.075 8.257
H26 3.966 -5.775 7.818
H27 6.288 -6.695 8.079
H28 8.112 -5.190 8.917
H29 7.641 -2.763 9.330
H30 5.307 -1.893 9.030
H31 -0.671 -2.341 7.897
H32 -2.220 -4.244 8.221
H33 -1.766 -6.408 7.025
H34 0.162 -6.553 5.425
H35 1.667 -4.594 5.116



3.
ORCA calculation (wB97M-V/def2-TZVPD) on a structure of composition C32H35AsBBr2FeN2O2Si2 at a distorted geometry.

Computed properties:
Gap between HOMO and LUMO (spin up / spin down) in eV: 5.144 / 7.337
E in eV: -292568.80595
Energy relative to the best compared isomer or geometry (same formula, charge and spin) in eV: 0.000
⟨S²⟩: 8.79
M in g/mol: 837.20
Multiplicity: 6
HOMO energy (spin up / spin down) in Ha: -0.1920 / -0.2778

Atoms and positions in Å:
Fe1 1.220 -0.893 0.390
Br1 3.672 -6.318 -2.482
C1 2.997 -4.691 -1.463
C2 1.934 -4.857 -0.590
C3 1.513 -3.783 0.201
N1 1.976 -2.578 -0.120
C4 3.091 -2.370 -0.941
C5 3.468 -3.415 -1.800
C6 3.573 -1.002 -0.795
C7 4.747 -0.501 -1.489
C8 5.022 0.798 -1.480
Br2 6.720 1.305 -2.213
C9 4.157 1.753 -0.774
C10 3.074 1.174 -0.134
N2 2.896 -0.146 -0.081
H1 1.361 -5.818 -0.597
H2 0.690 -3.850 0.885
H3 4.159 -3.250 -2.580
H4 5.343 -1.224 -2.040
H5 4.433 2.810 -0.742
H6 2.402 1.743 0.545
C11 -4.492 -1.964 3.208
C12 -3.485 -2.438 2.355
C13 -2.752 -1.578 1.582
C14 -2.990 -0.208 1.577
C15 -2.303 0.785 0.716
C16 -2.850 2.074 0.598
C17 -3.912 2.544 1.402
C18 -4.548 1.669 2.256
C19 -4.069 0.317 2.418
C20 -4.691 -0.610 3.333
H7 -5.152 -2.703 3.719
H8 -3.399 -3.534 2.223
H9 -2.031 -2.090 0.875
H10 -2.336 2.793 -0.026
H11 -4.205 3.608 1.403
H12 -5.356 2.030 2.914
H13 -5.343 -0.183 4.106
C21 -3.520 -0.734 -2.647
Si1 -1.696 -0.981 -2.092
C22 -0.664 -0.830 -3.653
C23 -1.875 -2.828 -1.552
As1 -0.712 0.372 -0.354
Si2 1.511 -1.064 2.755
C24 3.228 -0.913 3.395
C25 0.253 -2.306 3.388
C26 0.687 0.604 3.429
H14 -4.266 -1.079 -1.953
H15 -3.724 -1.220 -3.613
H16 -3.657 0.367 -2.787
H17 0.382 -0.661 -3.446
H18 -0.984 -0.005 -4.278
H19 -0.680 -1.788 -4.191
H20 -2.217 -3.548 -2.300
H21 -2.556 -3.044 -0.711
H22 -0.927 -3.276 -1.132
H23 3.876 -1.765 3.312
H24 3.149 -0.590 4.430
H25 3.643 -0.033 2.881
H26 -0.189 -3.086 2.770
H27 -0.535 -1.916 4.023
H28 0.778 -2.887 4.225
H29 1.465 1.106 3.976
H30 -0.258 0.372 3.886
H31 0.397 1.087 2.476
O1 0.118 3.408 -0.216
B1 -0.162 2.237 -0.978
O2 -0.217 2.626 -2.369
C27 0.021 4.002 -2.387
C28 0.187 4.802 -3.471
C29 0.667 6.090 -3.199
C30 0.703 6.615 -1.915
C31 0.483 5.788 -0.815
C32 0.176 4.484 -1.113
H32 0.092 4.490 -4.503
H33 0.864 6.815 -3.980
H34 0.965 7.677 -1.842
H35 0.665 6.211 0.194



4.
ORCA calculation (wB97M-V/def2-TZVPD) on a structure of composition C32H35BN10O4S2Ti at a distorted geometry.

Computed properties:
Gap between HOMO and LUMO (spin up / spin down) in eV: 5.441 / 5.451
E in eV: -102315.57630
Energy relative to the best compared isomer or geometry (same formula, charge and spin) in eV: 0.494
⟨S²⟩: 0.75
M in g/mol: 746.51
Multiplicity: 2
Charge: -1
HOMO energy (spin up / spin down) in Ha: -0.1434 / -0.1434

Atoms and positions in Å:
Ti1 -0.019 0.093 -0.973
C1 -1.137 -2.823 0.729
C2 0.268 -2.427 1.019
C3 1.226 -3.164 1.731
C4 2.366 -2.389 1.727
C5 3.689 -2.689 2.347
N1 2.098 -1.254 1.051
N2 0.807 -1.275 0.627
B1 3.079 -0.129 0.714
N3 2.664 1.188 1.371
N4 1.417 1.672 1.159
C6 1.316 2.773 1.895
C7 0.069 3.593 1.955
C8 2.516 3.009 2.587
C9 3.350 1.972 2.227
C10 4.745 1.694 2.675
N5 3.203 0.061 -0.819
N6 2.122 0.180 -1.627
C11 2.558 0.218 -2.885
C12 1.634 0.297 -4.050
C13 3.955 0.135 -2.892
C14 4.323 0.031 -1.563
C15 5.695 -0.097 -0.996
H1 -1.160 -3.837 0.329
H2 -1.633 -2.187 0.001
H3 -1.747 -2.827 1.633
H4 1.096 -4.131 2.184
H5 3.632 -3.646 2.863
H6 3.976 -1.926 3.071
H7 4.481 -2.749 1.600
H8 4.157 -0.443 1.121
H9 -0.812 2.955 2.001
H10 -0.030 4.255 1.091
H11 0.070 4.217 2.849
H12 2.737 3.814 3.268
H13 5.081 2.497 3.330
H14 5.437 1.630 1.835
H15 4.813 0.754 3.224
H16 0.737 0.878 -3.829
H17 1.279 -0.692 -4.333
H18 2.142 0.751 -4.902
H19 4.603 0.135 -3.751
H20 6.424 -0.036 -1.803
H21 5.828 -1.050 -0.483
H22 5.913 0.695 -0.280
O1 -2.414 -2.157 -2.407
S1 -1.332 -1.335 -2.855
O2 -1.097 -1.281 -4.272
O3 -1.488 0.113 -2.279
O4 -0.043 -1.627 -2.079
C16 -3.072 0.883 2.295
C17 -1.987 0.314 1.595
N7 -1.457 0.868 0.523
C18 -1.969 2.049 0.088
C19 -3.111 2.633 0.642
C20 -3.656 2.011 1.784
C21 -3.603 3.873 0.129
C22 -2.920 4.553 -0.818
C23 -1.680 4.040 -1.314
C24 -0.847 4.768 -2.179
C25 0.373 4.255 -2.552
C26 0.734 2.983 -2.098
N8 -0.044 2.265 -1.310
C27 -1.222 2.785 -0.888
H23 -3.419 0.396 3.197
H24 -1.507 -0.581 1.966
H25 -4.519 2.454 2.265
H26 -4.523 4.265 0.544
H27 -3.275 5.504 -1.194
H28 -1.175 5.740 -2.527
H29 1.050 4.795 -3.197
H30 1.673 2.530 -2.387
C28 -3.033 -5.681 4.272
C29 -3.346 -4.210 4.259
C30 -3.196 -3.433 5.412
C31 -3.467 -2.085 5.256
N9 -3.866 -1.541 4.120
C32 -4.018 -2.363 3.042
S2 -4.565 -1.721 1.558
N10 -3.740 -3.696 3.111
H31 -3.422 -6.159 5.173
H32 -1.952 -5.838 4.255
H33 -3.463 -6.152 3.391
H34 -2.878 -3.852 6.356
H35 -3.352 -1.404 6.097



5.
ORCA calculation (wB97M-V/def2-TZVPD) on a structure of composition C32H35F5N4O5PbSTe at a distorted geometry.

Computed properties:
Gap between HOMO and LUMO in eV: 7.385
E in eV: -86913.83668
Energy relative to the best compared isomer or geometry (same formula, charge and spin) in eV: 0.740
M in g/mol: 1017.51
Multiplicity: 1
HOMO energy in Ha: -0.2704

Atoms and positions in Å:
Pb1 -0.061 0.432 -0.203
C1 -2.728 2.558 -1.280
N1 -2.425 1.132 -1.315
C2 -2.515 0.617 -2.677
C3 -3.324 0.412 -0.417
C4 -2.985 -1.071 -0.268
N2 -1.548 -1.335 -0.302
C5 -1.140 -2.629 -0.365
C6 0.164 -2.906 -0.826
F1 0.934 -1.854 -1.204
C7 0.688 -4.167 -0.950
F2 1.953 -4.303 -1.380
C8 -0.059 -5.292 -0.662
C9 -1.346 -5.067 -0.220
F3 -2.120 -6.120 0.083
C10 -1.873 -3.800 -0.060
F4 -3.131 -3.736 0.434
H1 -3.777 2.757 -1.545
H2 -2.089 3.083 -1.987
H3 -2.534 2.948 -0.281
H4 -3.536 0.702 -3.076
H5 -2.215 -0.430 -2.697
H6 -1.839 1.183 -3.318
H7 -4.367 0.493 -0.760
H8 -3.267 0.903 0.557
H9 -3.467 -1.631 -1.077
H10 -3.447 -1.406 0.665
H11 0.336 -6.290 -0.778
O1 -0.252 3.262 0.884
S1 0.122 4.709 0.959
C11 1.142 5.118 -0.534
C12 0.573 4.546 -1.791
C13 1.025 3.316 -2.259
C14 0.556 2.806 -3.461
C15 -0.364 3.526 -4.211
C16 -0.833 4.746 -3.742
C17 -0.372 5.247 -2.535
C18 1.457 4.737 2.258
C19 2.762 4.143 1.838
C20 2.854 2.780 1.552
C21 4.043 2.228 1.104
C22 5.158 3.038 0.932
C23 5.078 4.395 1.214
C24 3.887 4.946 1.666
H12 2.147 4.749 -0.363
H13 1.147 6.209 -0.558
H14 1.766 2.764 -1.691
H15 0.918 1.850 -3.819
H16 -0.705 3.144 -5.165
H17 -1.560 5.303 -4.319
H18 -0.737 6.203 -2.174
H19 0.996 4.148 3.048
H20 1.548 5.774 2.583
H21 1.979 2.148 1.653
H22 4.086 1.165 0.895
H23 6.087 2.615 0.575
H24 5.944 5.031 1.080
H25 3.827 6.006 1.883
C25 0.344 1.392 3.794
Te1 -1.280 1.010 2.450
C26 -1.564 -0.993 3.151
H26 0.291 0.645 4.582
H27 0.230 2.382 4.227
H28 1.292 1.301 3.273
H29 -1.559 -0.991 4.239
H30 -0.762 -1.612 2.756
H31 -2.526 -1.355 2.794
F5 6.085 -4.996 1.776
C27 4.808 -4.673 2.019
C28 4.484 -3.418 2.356
N3 3.195 -3.051 2.641
C29 2.846 -1.668 2.919
C30 2.437 -0.922 1.613
O2 3.303 -0.712 0.770
O3 1.210 -0.574 1.580
C31 2.156 -3.964 2.589
O4 1.006 -3.667 2.839
N4 2.540 -5.244 2.261
C32 3.807 -5.722 1.914
O5 3.979 -6.873 1.590
H32 5.233 -2.642 2.413
H33 3.711 -1.164 3.347
H34 2.014 -1.658 3.617
H35 1.786 -5.914 2.208



6.
ORCA calculation (wB97M-V/def2-TZVPD) on a structure of composition C32H35FeN7O3S at a distorted geometry.

Computed properties:
Gap between HOMO and LUMO (spin up / spin down) in eV: 6.094 / 6.016
E in eV: -95542.71603
⟨S²⟩: 8.77
M in g/mol: 653.59
Multiplicity: 6
Charge: +1
HOMO energy (spin up / spin down) in Ha: -0.3498 / -0.3517

Atoms and positions in Å:
Fe1 -0.324 -0.233 0.044
C1 -2.029 0.599 -5.976
C2 -1.498 -0.077 -4.744
C3 -0.219 -0.558 -4.667
C4 0.330 -1.171 -3.506
C5 1.541 -1.839 -3.764
N1 2.481 -2.416 -3.039
C6 2.960 -2.108 -1.697
C7 4.162 -1.147 -1.782
C8 4.893 -0.973 -0.447
N2 3.948 -0.640 0.597
C9 4.023 0.191 1.596
C10 2.937 0.316 2.497
C11 3.042 1.027 3.709
C12 2.052 0.980 4.663
C13 2.123 1.793 5.928
C14 0.950 0.139 4.439
C15 0.742 -0.491 3.228
C16 -0.357 -1.406 2.943
N3 -0.692 -1.700 1.748
C17 -1.555 -2.841 1.488
C18 -3.048 -2.508 1.581
C19 -3.380 -1.148 0.936
N4 -2.418 -0.804 -0.098
C20 -2.748 -0.915 -1.322
C21 -1.820 -0.753 -2.433
C22 -2.315 -0.264 -3.628
C23 -0.450 -1.153 -2.287
O1 -0.029 -1.665 -1.179
C24 1.699 -0.331 2.184
O2 1.471 -0.802 1.011
H1 -1.344 0.497 -6.815
H2 -2.175 1.664 -5.781
H3 -2.994 0.181 -6.263
H4 0.421 -0.474 -5.538
H5 1.722 -1.982 -4.825
H6 3.157 -2.917 -3.598
H7 3.264 -3.047 -1.226
H8 2.130 -1.684 -1.141
H9 3.796 -0.179 -2.126
H10 4.879 -1.529 -2.513
H11 5.658 -0.200 -0.529
H12 5.395 -1.909 -0.182
H13 3.003 -1.043 0.509
H14 4.952 0.730 1.760
H15 3.947 1.596 3.895
H16 3.111 2.227 6.072
H17 1.878 1.188 6.801
H18 1.401 2.611 5.882
H19 0.228 0.005 5.239
H20 -0.807 -1.925 3.797
H21 -1.322 -3.666 2.166
H22 -1.331 -3.162 0.471
H23 -3.367 -2.486 2.623
H24 -3.601 -3.304 1.080
H25 -3.339 -0.371 1.696
H26 -4.394 -1.166 0.526
H27 -3.782 -1.157 -1.594
H28 -3.362 0.015 -3.680
N5 1.395 2.284 -3.397
C25 0.715 1.854 -2.297
S1 1.572 1.002 -1.051
N6 -0.553 2.091 -2.214
N7 -1.106 1.628 -1.050
C26 -2.138 2.281 -0.651
C27 -2.655 2.191 0.684
C28 -3.848 2.839 1.034
C29 -4.278 2.887 2.339
C30 -3.487 2.311 3.338
C31 -2.292 1.703 3.030
C32 -1.841 1.603 1.694
O3 -0.715 1.018 1.398
H29 2.390 2.380 -3.309
H30 0.929 2.961 -3.980
H31 -2.564 3.033 -1.317
H32 -4.428 3.316 0.252
H33 -5.206 3.380 2.595
H34 -3.818 2.354 4.368
H35 -1.671 1.274 3.804



Q: Look up the E of the sixth one.
A: -95542.71603 eV